Record 1
DFT (ωB97M-V with the def2-TZVPD basis set) results for a cluster of 6 separate species, C21H29FO18 in total at a distorted geometry.

E_LUMO: 0.10 eV
total charge: 0
molecular weight: 588.44 g mol⁻¹
structure (SMILES): O=C1OC[C@@H](F)O1.C[C@H]1COC(=O)O1.C[C@H]1COC(=O)O1.C[C@H]1COC(=O)O1.O=C1OCCO1.O=C1OCCO1

Each line ends with the natural charge from an NBO analysis.
Element x y z (Å)
C -0.70 0.21 0.36  -0.11
C -2.11 0.75 0.13  -0.11
O -2.01 1.33 -1.19  -0.49
C -0.92 0.83 -1.82  0.98
O -0.68 1.05 -2.97  -0.61
O -0.10 0.25 -0.93  -0.49
H -0.74 -0.81 0.73  0.22
H -0.08 0.87 0.97  0.20
H -2.44 1.48 0.87  0.21
H -2.90 0.00 0.10  0.20
C 1.58 -2.67 4.16  -0.10
C 1.14 -2.79 2.70  -0.11
O 1.13 -1.43 2.26  -0.52
C 1.78 -0.65 3.16  1.00
O 1.93 0.53 3.07  -0.62
O 2.16 -1.36 4.22  -0.48
H 2.37 -3.38 4.41  0.20
H 0.71 -2.76 4.80  0.20
H 0.08 -3.06 2.68  0.21
H 1.80 -3.43 2.12  0.22
C 0.08 -3.69 -1.53  -0.64
C -1.30 -3.22 -1.08  0.08
C -2.08 -2.53 -2.19  -0.09
O -3.32 -3.20 -2.26  -0.49
C -3.30 -4.28 -1.42  0.97
O -4.23 -5.00 -1.23  -0.57
O -2.12 -4.37 -0.82  -0.49
H 0.09 -4.45 -2.31  0.22
H 0.56 -4.14 -0.65  0.23
H 0.75 -2.88 -1.81  0.23
H -1.13 -2.68 -0.15  0.18
H -1.50 -2.58 -3.11  0.20
H -2.30 -1.50 -1.88  0.18
C 2.62 1.13 -2.19  -0.64
C 3.60 0.01 -1.84  0.07
C 4.39 0.29 -0.55  -0.09
O 4.06 -0.79 0.31  -0.49
C 3.30 -1.69 -0.36  0.99
O 3.02 -2.77 0.07  -0.60
O 2.98 -1.22 -1.58  -0.49
H 1.90 0.66 -2.88  0.24
H 3.10 2.00 -2.63  0.22
H 2.04 1.55 -1.36  0.21
H 4.30 0.00 -2.68  0.19
H 4.06 1.22 -0.09  0.19
H 5.46 0.30 -0.72  0.19
C -2.53 2.65 4.18  -0.63
C -1.55 1.62 3.66  0.07
C -0.74 0.91 4.77  -0.10
O -0.83 -0.47 4.42  -0.50
C -1.82 -0.68 3.56  0.98
O -2.23 -1.72 3.18  -0.58
O -2.36 0.52 3.16  -0.52
H -2.10 3.59 4.53  0.23
H -3.14 2.21 4.97  0.22
H -3.14 2.90 3.31  0.23
H -0.99 1.96 2.79  0.19
H -1.33 1.07 5.68  0.18
H 0.27 1.28 4.86  0.24
C -1.08 3.53 -4.62  -0.13
C 0.33 3.87 -4.22  0.43
O 0.27 5.26 -4.10  -0.50
C -0.72 5.74 -4.91  0.97
O -0.88 6.88 -5.17  -0.55
O -1.47 4.70 -5.34  -0.48
F 1.13 3.59 -5.31  -0.35
H -1.75 3.44 -3.76  0.20
H -1.14 2.58 -5.15  0.23
H 0.77 3.41 -3.35  0.18



Record 2
DFT (ωB97M-V with the def2-TZVPD basis set) results for the molecule C21H29N3O2S.

E_LUMO: 0.49 eV
total charge: 0
molecular weight: 387.55 g mol⁻¹
structure (SMILES): CCN(CC)C(=O)CSc1nc2ccccc2c(=O)n1CC1CCCCC1

Each line ends with the natural charge from an NBO analysis.
Element x y z (Å)
C -3.22 -2.30 -1.09  -0.62
H -2.28 -1.82 -1.34  0.22
H -3.03 -3.34 -0.85  0.21
H -3.88 -2.25 -1.95  0.21
C -3.85 -1.61 0.13  -0.21
N -4.10 -0.21 -0.11  -0.44
C -3.39 0.83 0.39  0.67
O -3.68 1.99 0.13  -0.62
C -2.22 0.54 1.31  -0.63
H -2.53 -0.06 2.17  0.24
H -1.80 1.49 1.64  0.30
S -0.85 -0.34 0.51  0.24
C 0.24 1.00 0.15  0.34
N -0.02 2.14 0.67  -0.55
C 0.79 3.19 0.39  0.26
C 0.51 4.45 0.95  -0.24
C 1.33 5.52 0.66  -0.17
C 2.44 5.37 -0.17  -0.24
C 2.72 4.14 -0.73  -0.14
C 1.91 3.04 -0.45  -0.23
C 2.20 1.74 -1.03  0.68
O 3.13 1.50 -1.77  -0.61
N 1.30 0.72 -0.66  -0.45
C 1.56 -0.61 -1.16  -0.22
H 2.24 -0.50 -2.01  0.25
H 0.61 -1.04 -1.51  0.21
C 2.19 -1.53 -0.11  -0.23
C 2.38 -2.93 -0.71  -0.40
C 3.02 -3.87 0.31  -0.39
C 4.36 -3.32 0.78  -0.40
C 4.17 -1.93 1.38  -0.39
C 3.53 -0.98 0.37  -0.40
H 3.39 0.00 0.83  0.21
H 4.20 -0.86 -0.48  0.21
H 5.14 -1.53 1.71  0.21
H 3.53 -2.00 2.27  0.19
H 4.80 -3.99 1.52  0.21
H 5.04 -3.25 -0.07  0.19
H 2.35 -3.98 1.16  0.19
H 3.16 -4.86 -0.14  0.21
H 1.42 -3.32 -1.03  0.20
H 3.03 -2.85 -1.59  0.20
H 1.51 -1.61 0.75  0.20
H 3.57 4.00 -1.38  0.23
H 3.07 6.22 -0.38  0.22
H 1.11 6.48 1.09  0.22
H -0.35 4.55 1.59  0.23
C -5.27 0.12 -0.91  -0.22
C -6.51 0.30 -0.04  -0.62
H -7.37 0.53 -0.66  0.21
H -6.35 1.13 0.65  0.22
H -6.73 -0.60 0.54  0.20
H -5.06 1.05 -1.44  0.24
H -5.43 -0.68 -1.63  0.19
H -3.19 -1.73 0.98  0.20
H -4.80 -2.09 0.37  0.20



Record 3
DFT (ωB97M-V with the def2-TZVPD basis set) results for the molecule C21H29N3O3S.

E_LUMO: 0.70 eV
total charge: 0
molecular weight: 403.55 g mol⁻¹
structure (SMILES): CCOCCCNC(=O)CNC(=S)N(Cc1ccc(C)cc1)Cc1ccco1

Each line ends with the natural charge from an NBO analysis.
Element x y z (Å)
C -2.19 -0.16 -2.72  -0.62
H -2.50 -0.87 -1.96  0.22
H -1.32 -0.56 -3.23  0.21
H -3.00 -0.03 -3.44  0.21
C -1.86 1.17 -2.08  -0.05
O -0.82 0.96 -1.14  -0.56
C -0.50 2.08 -0.35  -0.07
C 0.35 3.13 -1.09  -0.45
C 1.19 3.97 -0.12  -0.22
N 2.11 3.15 0.63  -0.64
C 3.19 2.60 0.05  0.66
O 3.62 2.90 -1.04  -0.63
C 3.80 1.47 0.89  -0.32
N 2.98 0.29 0.73  -0.59
C 1.90 0.02 1.49  0.34
N 1.07 -0.97 1.08  -0.42
C 0.09 -1.57 1.97  -0.24
C -1.32 -1.22 1.57  -0.06
C -2.09 -2.11 0.83  -0.20
C -3.36 -1.76 0.41  -0.22
C -3.89 -0.51 0.72  -0.02
C -3.12 0.36 1.47  -0.22
C -1.85 0.02 1.89  -0.14
H -1.27 0.71 2.48  0.23
H -3.53 1.33 1.74  0.21
C -5.26 -0.13 0.23  -0.63
H -5.62 0.76 0.74  0.22
H -5.97 -0.94 0.41  0.22
H -5.23 0.06 -0.84  0.22
H -3.95 -2.46 -0.16  0.21
H -1.70 -3.09 0.59  0.20
H 0.24 -2.65 1.96  0.20
H 0.29 -1.19 2.98  0.26
C 1.10 -1.50 -0.27  -0.29
C 2.08 -2.62 -0.43  0.26
C 1.97 -3.96 -0.26  -0.30
C 3.25 -4.51 -0.50  -0.31
C 4.06 -3.46 -0.80  0.09
O 3.36 -2.31 -0.76  -0.42
H 5.10 -3.39 -1.05  0.21
H 3.53 -5.54 -0.46  0.23
H 1.08 -4.50 -0.01  0.23
H 0.09 -1.87 -0.49  0.25
H 1.31 -0.70 -0.98  0.24
S 1.60 0.87 2.89  -0.34
H 3.13 -0.24 -0.11  0.42
H 3.83 1.74 1.95  0.25
H 4.81 1.24 0.53  0.23
H 1.80 2.76 1.52  0.43
H 0.55 4.51 0.58  0.20
H 1.77 4.69 -0.70  0.22
H 1.03 2.61 -1.77  0.22
H -0.29 3.79 -1.68  0.20
H 0.07 1.67 0.49  0.20
H -1.42 2.54 0.05  0.16
H -1.54 1.89 -2.84  0.16
H -2.74 1.58 -1.56  0.16



Record 4
DFT (ωB97M-V with the def2-TZVPD basis set) results for the molecule C21H29N3O5S at a distorted geometry.

E_LUMO: -0.25 eV
total charge: 0
molecular weight: 435.55 g mol⁻¹
structure (SMILES): CCOCCCNC(=O)c1cn(CC)c2ccc(S(=O)(=O)N3CCCC3)cc2c1=O

Each line ends with the natural charge from an NBO analysis.
Element x y z (Å)
C 7.45 0.37 -0.60  -0.62
C 6.13 -0.07 -1.21  -0.06
O 5.93 -1.44 -0.89  -0.56
C 4.73 -1.99 -1.38  -0.06
C 4.20 -2.99 -0.36  -0.42
H 5.01 -3.66 -0.09  0.22
C 3.70 -2.27 0.89  -0.23
N 2.47 -1.57 0.65  -0.61
C 2.38 -0.24 0.53  0.66
O 3.31 0.54 0.69  -0.67
C 1.01 0.27 0.20  -0.31
C 0.88 1.63 0.17  0.14
N -0.25 2.30 -0.10  -0.35
C -1.40 1.59 -0.39  0.19
C -2.62 2.22 -0.68  -0.26
C -3.74 1.48 -0.96  -0.15
C -3.68 0.09 -0.98  -0.36
C -2.50 -0.55 -0.72  -0.14
C -1.35 0.18 -0.40  -0.10
C -0.13 -0.57 -0.07  0.51
O -0.13 -1.80 -0.03  -0.63
H -2.43 -1.63 -0.76  0.26
S -5.18 -0.84 -1.35  2.33
O -6.13 0.08 -1.89  -0.94
O -4.81 -2.00 -2.10  -0.93
N -5.81 -1.37 0.10  -0.65
C -6.16 -0.34 1.05  -0.24
H -7.05 -0.66 1.59  0.20
H -6.38 0.58 0.51  0.23
C -4.96 -0.22 2.01  -0.43
H -4.27 0.56 1.67  0.21
H -5.28 0.02 3.02  0.22
C -4.28 -1.61 1.94  -0.43
H -3.22 -1.51 1.70  0.22
H -4.36 -2.14 2.88  0.22
C -5.04 -2.36 0.82  -0.24
H -5.74 -3.08 1.25  0.20
H -4.39 -2.88 0.12  0.24
H -4.68 1.96 -1.20  0.25
H -2.69 3.30 -0.69  0.23
C -0.30 3.76 -0.11  -0.20
C 1.01 4.46 0.21  -0.62
H 1.78 4.21 -0.52  0.22
H 0.84 5.53 0.17  0.23
H 1.37 4.21 1.21  0.22
H -1.05 4.07 0.63  0.20
H -0.64 4.08 -1.10  0.21
H 1.77 2.20 0.38  0.25
H 1.63 -2.11 0.44  0.44
H 4.45 -1.53 1.21  0.24
H 3.55 -2.99 1.70  0.20
H 3.39 -3.57 -0.80  0.20
H 3.99 -1.20 -1.54  0.17
H 4.91 -2.48 -2.35  0.17
H 5.31 0.52 -0.80  0.19
H 6.15 0.06 -2.30  0.15
H 7.42 0.25 0.47  0.21
H 8.26 -0.24 -1.00  0.21
H 7.64 1.41 -0.84  0.21



Please write out number 1 again, unchanged.
DFT (ωB97M-V with the def2-TZVPD basis set) results for a cluster of 6 separate species, C21H29FO18 in total at a distorted geometry.

E_LUMO: 0.10 eV
total charge: 0
molecular weight: 588.44 g mol⁻¹
structure (SMILES): O=C1OC[C@@H](F)O1.C[C@H]1COC(=O)O1.C[C@H]1COC(=O)O1.C[C@H]1COC(=O)O1.O=C1OCCO1.O=C1OCCO1

Each line ends with the natural charge from an NBO analysis.
Element x y z (Å)
C -0.70 0.21 0.36  -0.11
C -2.11 0.75 0.13  -0.11
O -2.01 1.33 -1.19  -0.49
C -0.92 0.83 -1.82  0.98
O -0.68 1.05 -2.97  -0.61
O -0.10 0.25 -0.93  -0.49
H -0.74 -0.81 0.73  0.22
H -0.08 0.87 0.97  0.20
H -2.44 1.48 0.87  0.21
H -2.90 0.00 0.10  0.20
C 1.58 -2.67 4.16  -0.10
C 1.14 -2.79 2.70  -0.11
O 1.13 -1.43 2.26  -0.52
C 1.78 -0.65 3.16  1.00
O 1.93 0.53 3.07  -0.62
O 2.16 -1.36 4.22  -0.48
H 2.37 -3.38 4.41  0.20
H 0.71 -2.76 4.80  0.20
H 0.08 -3.06 2.68  0.21
H 1.80 -3.43 2.12  0.22
C 0.08 -3.69 -1.53  -0.64
C -1.30 -3.22 -1.08  0.08
C -2.08 -2.53 -2.19  -0.09
O -3.32 -3.20 -2.26  -0.49
C -3.30 -4.28 -1.42  0.97
O -4.23 -5.00 -1.23  -0.57
O -2.12 -4.37 -0.82  -0.49
H 0.09 -4.45 -2.31  0.22
H 0.56 -4.14 -0.65  0.23
H 0.75 -2.88 -1.81  0.23
H -1.13 -2.68 -0.15  0.18
H -1.50 -2.58 -3.11  0.20
H -2.30 -1.50 -1.88  0.18
C 2.62 1.13 -2.19  -0.64
C 3.60 0.01 -1.84  0.07
C 4.39 0.29 -0.55  -0.09
O 4.06 -0.79 0.31  -0.49
C 3.30 -1.69 -0.36  0.99
O 3.02 -2.77 0.07  -0.60
O 2.98 -1.22 -1.58  -0.49
H 1.90 0.66 -2.88  0.24
H 3.10 2.00 -2.63  0.22
H 2.04 1.55 -1.36  0.21
H 4.30 0.00 -2.68  0.19
H 4.06 1.22 -0.09  0.19
H 5.46 0.30 -0.72  0.19
C -2.53 2.65 4.18  -0.63
C -1.55 1.62 3.66  0.07
C -0.74 0.91 4.77  -0.10
O -0.83 -0.47 4.42  -0.50
C -1.82 -0.68 3.56  0.98
O -2.23 -1.72 3.18  -0.58
O -2.36 0.52 3.16  -0.52
H -2.10 3.59 4.53  0.23
H -3.14 2.21 4.97  0.22
H -3.14 2.90 3.31  0.23
H -0.99 1.96 2.79  0.19
H -1.33 1.07 5.68  0.18
H 0.27 1.28 4.86  0.24
C -1.08 3.53 -4.62  -0.13
C 0.33 3.87 -4.22  0.43
O 0.27 5.26 -4.10  -0.50
C -0.72 5.74 -4.91  0.97
O -0.88 6.88 -5.17  -0.55
O -1.47 4.70 -5.34  -0.48
F 1.13 3.59 -5.31  -0.35
H -1.75 3.44 -3.76  0.20
H -1.14 2.58 -5.15  0.23
H 0.77 3.41 -3.35  0.18